(1)
A cluster of 2 separate species, CH6S3 in total at a distorted geometry, computed with ωB97M-V with the def2-TZVPD basis set.

```
10
CH6S3 | OMol25 | ωB97M-V with the def2-TZVPD basis set
C 0.607 1.757 0.933
S -0.221 0.604 -0.293
S -2.130 0.657 -0.046
H 0.850 1.102 1.801
H -0.018 2.641 1.075
H 1.495 2.146 0.423
H -2.749 1.169 -1.098
S 1.126 -3.325 -0.477
H 0.983 -2.552 -1.684
H 0.055 -4.201 -0.635
```

As for the HOMO energy: -8.69 eV. Its SMILES is CSS.S. The calculation puts the frontier orbital gap at 9.37 eV. As for the energy above the lowest of the compared OMol25 structures with the same formula, charge and spin: 0.7882 eV.


(2)
A cluster of 2 separate species, CH6SSi in total at a distorted geometry, computed with ωB97M-V with the def2-TZVPD basis set.

```
9
CH6SSi | OMol25 | ωB97M-V with the def2-TZVPD basis set
C -0.780 -0.937 -0.149
Si 0.403 0.499 -0.089
S 2.286 -0.299 0.032
H -0.628 -1.776 -0.718
H -0.743 -1.245 0.883
H -1.856 -0.625 -0.223
H -0.480 1.311 1.413
H 0.502 1.353 -1.388
H 2.825 0.639 -0.686
```

As for the HOMO energy: -9.60 eV. The calculation puts the frontier orbital gap at 10.34 eV. As for the energy above the lowest of the compared OMol25 structures with the same formula, charge and spin: 1.1209 eV.


(3)
A cluster of 2 separate species, CH7ClN2P in total at a distorted geometry, computed with ωB97M-V with the def2-TZVPD basis set.

```
12
CH7ClN2P | OMol25 | ωB97M-V with the def2-TZVPD basis set
C 1.305 -1.308 -1.213
N 2.303 -0.256 1.333
N -2.767 1.088 -0.176
P 1.066 -0.834 0.337
Cl -0.829 -0.189 0.854
H 0.495 -1.602 -1.849
H -2.533 1.350 -1.181
H 2.280 -1.467 -1.432
H 2.070 0.466 2.097
H 3.145 0.044 0.959
H -2.816 2.042 0.332
H -3.719 0.665 -0.061
```

As for the HOMO energy: -13.64 eV. Its total charge is +1. The calculation puts the frontier orbital gap at 8.06 eV. As for the energy above the lowest of the compared OMol25 structures with the same formula, charge and spin: 2.6656 eV.


(4)
A structure of composition CH7FOSi2 at a distorted geometry, computed with ωB97M-V with the def2-TZVPD basis set.

```
12
CH7FOSi2 | OMol25 | ωB97M-V with the def2-TZVPD basis set
C -0.439 -0.895 0.852
O -0.189 0.400 -0.487
F -1.689 -1.307 0.788
Si 1.009 -1.754 -0.213
Si -0.752 1.851 -0.031
H -0.390 -0.129 1.738
H 2.211 -1.157 -0.001
H 1.378 -2.882 0.814
H 0.222 -2.050 -1.462
H -0.311 2.884 -1.127
H -2.324 2.011 0.046
H -0.493 2.324 1.414
```

As for the HOMO energy: -10.24 eV. The calculation puts the frontier orbital gap at 10.86 eV. As for the energy above the lowest of the compared OMol25 structures with the same formula, charge and spin: 3.3152 eV.


(5)
A cluster of 2 separate species, CH7N2 in total at a distorted geometry, computed with ωB97M-V with the def2-TZVPD basis set.

```
10
CH7N2 | OMol25 | ωB97M-V with the def2-TZVPD basis set
N 1.290 0.365 1.099
H 1.399 0.727 2.067
H 1.913 -0.469 1.033
H 0.169 0.184 -0.050
H 1.741 0.961 0.378
C -1.597 -0.548 -0.714
N -0.538 0.113 -0.900
H -2.526 -0.558 -1.297
H -1.726 -1.163 0.187
H -0.126 0.388 -1.803
```

As for the HOMO energy (alpha / beta): -23.95 / -23.94 eV. As for the expectation value of S²: 0.76. Its total charge is +2. The calculation puts the frontier orbital gap (alpha / beta) at 13.41 / 7.54 eV. As for the spin multiplicity: 2. As for the energy above the lowest of the compared OMol25 structures with the same formula, charge and spin: 0.9112 eV.


(6)
A cluster of 2 separate species, CH7N2O in total at a distorted geometry, computed with ωB97M-V with the def2-TZVPD basis set.

```
11
CH7N2O | OMol25 | ωB97M-V with the def2-TZVPD basis set
O -0.871 -2.156 1.087
H -1.505 -2.844 1.289
N -0.853 0.272 -0.669
C 0.213 1.381 -0.487
N 1.618 0.866 -0.040
H -0.479 -0.525 -1.181
H -1.128 -0.209 0.128
H 0.515 1.851 -1.391
H -0.117 2.142 0.273
H 1.356 0.446 0.804
H 1.688 0.133 -0.739
```

As for the HOMO energy: -2.60 eV. Its total charge is -1. The calculation puts the frontier orbital gap at 7.01 eV. As for the energy above the lowest of the compared OMol25 structures with the same formula, charge and spin: 1.1005 eV.


(7)
A cluster of 2 separate species, CH7N2O in total at a distorted geometry, computed with ωB97M-V with the def2-TZVPD basis set.

```
11
CH7N2O | OMol25 | ωB97M-V with the def2-TZVPD basis set
O 2.148 -0.759 -1.211
H 2.763 -1.167 -0.587
N -0.743 -0.987 0.767
C -1.162 0.317 0.240
N -0.106 0.946 -0.516
H -0.193 -0.789 1.599
H 0.025 -1.326 0.176
H -1.395 0.902 1.138
H -2.017 0.248 -0.444
H 0.856 0.663 -0.722
H -0.176 1.952 -0.438
```

As for the HOMO energy: -2.73 eV. Its total charge is -1. The calculation puts the frontier orbital gap at 7.17 eV. As for the energy above the lowest of the compared OMol25 structures with the same formula, charge and spin: 0.8705 eV.


(8)
A cluster of 2 separate species, CH7N2O in total, computed with ωB97M-V with the def2-TZVPD basis set.

```
11
CH7N2O | OMol25 | ωB97M-V with the def2-TZVPD basis set
N -0.580 -1.474 2.670
H -0.623 -1.189 1.696
H 0.418 -1.505 2.880
H -0.838 -0.641 3.171
N 0.055 -0.169 -1.046
C 0.301 1.276 -1.496
O 0.304 1.522 -2.794
H 0.832 -0.662 -1.494
H -0.694 -0.505 -1.667
H 1.287 1.498 -0.996
H -0.462 1.848 -0.925
```

As for the HOMO energy: -2.39 eV. Its total charge is -1. The calculation puts the frontier orbital gap at 6.48 eV. As for the energy above the lowest of the compared OMol25 structures with the same formula, charge and spin: 0.3516 eV.


(9)
A cluster of 2 separate species, CH7N2O in total, computed with ωB97M-V with the def2-TZVPD basis set.

```
11
CH7N2O | OMol25 | ωB97M-V with the def2-TZVPD basis set
N -1.410 2.313 0.251
H -1.129 2.377 -0.724
H -2.368 1.983 0.276
H -0.852 1.553 0.632
N 0.378 -0.348 0.982
C 0.109 -1.075 -0.319
O 1.179 -1.276 -1.065
H 0.941 0.467 0.730
H 1.035 -0.974 1.442
H -0.729 -0.502 -0.806
H -0.400 -2.020 0.015
```

As for the HOMO energy: -2.41 eV. Its total charge is -1. The calculation puts the frontier orbital gap at 6.96 eV. As for the energy above the lowest of the compared OMol25 structures with the same formula, charge and spin: 0.2611 eV.


(10)
A cluster of 2 separate species, CH7N2O in total at a distorted geometry, computed with ωB97M-V with the def2-TZVPD basis set.

```
11
CH7N2O | OMol25 | ωB97M-V with the def2-TZVPD basis set
N 1.289 -0.415 -1.038
C 0.590 0.023 -0.029
N 1.164 0.474 1.064
H 2.294 -0.414 -0.955
H 0.832 -0.916 -1.794
H -0.497 0.059 -0.022
H 0.668 1.013 1.754
H 2.172 0.439 1.132
H -3.107 -0.553 0.560
H -2.947 0.382 -0.679
O -2.458 -0.093 0.008
```

As for the HOMO energy: -15.81 eV. Its total charge is +1. The calculation puts the frontier orbital gap at 12.30 eV. As for the energy above the lowest of the compared OMol25 structures with the same formula, charge and spin: 0.2094 eV.


(11)
A cluster of 2 separate species, CH7N2O2P in total at a distorted geometry, computed with ωB97M-V with the def2-TZVPD basis set.

```
13
CH7N2O2P | OMol25 | ωB97M-V with the def2-TZVPD basis set
C 0.942 1.189 1.500
N -1.731 -0.911 -0.351
N 0.068 0.346 -1.802
O 1.470 -2.168 0.149
O -0.240 0.595 0.907
P -0.158 -0.494 -0.346
H 1.164 2.087 1.024
H 1.744 0.519 1.363
H 0.941 1.386 2.547
H -1.777 -1.627 -1.064
H -1.979 -1.243 0.623
H 0.458 -0.212 -2.520
H -0.901 0.533 -2.031
```

As for the HOMO energy (alpha / beta): -8.82 / -8.80 eV. The calculation puts the frontier orbital gap (alpha / beta) at 8.67 / 8.62 eV. As for the energy above the lowest of the compared OMol25 structures with the same formula, charge and spin: 5.3200 eV.


(12)
An isolated molecule of CH7N2P3 at a distorted geometry, computed with ωB97M-V with the def2-TZVPD basis set.

```
13
CH7N2P3 | OMol25 | ωB97M-V with the def2-TZVPD basis set
C -1.605 -0.812 -0.029
N -0.186 1.387 0.989
N 1.180 -1.365 1.447
P 1.154 1.589 0.194
P 2.010 -0.571 0.353
P -1.120 0.202 1.488
H -2.675 -1.111 -0.130
H -1.083 -1.751 -0.156
H -1.221 -0.347 -0.843
H 1.722 -1.558 2.294
H 1.544 2.865 0.782
H 1.122 -0.601 -0.654
H 0.736 1.906 -1.122
```

As for the HOMO energy: -8.50 eV. The calculation puts the frontier orbital gap at 8.35 eV. As for the energy above the lowest of the compared OMol25 structures with the same formula, charge and spin: 1.3233 eV.


(13)
A cluster of 2 separate species, CH7N2S in total at a distorted geometry, computed with ωB97M-V with the def2-TZVPD basis set.

```
11
CH7N2S | OMol25 | ωB97M-V with the def2-TZVPD basis set
S 2.145 0.791 -2.452
H 0.843 0.771 -2.299
N 0.789 -0.089 0.330
C -0.435 -0.095 1.153
N -1.588 -0.594 0.411
H 0.660 -0.386 -0.631
H 1.283 0.785 0.190
H -0.613 0.964 1.378
H -0.189 -0.556 2.132
H -1.327 -1.560 0.223
H -1.567 -0.032 -0.435
```

As for the HOMO energy: -2.70 eV. Its total charge is -1. The calculation puts the frontier orbital gap at 6.73 eV. As for the energy above the lowest of the compared OMol25 structures with the same formula, charge and spin: 0.7121 eV.


(14)
A cluster of 2 separate species, CH7N2S in total at a distorted geometry, computed with ωB97M-V with the def2-TZVPD basis set.

```
11
CH7N2S | OMol25 | ωB97M-V with the def2-TZVPD basis set
S -1.442 2.636 0.729
H -0.149 2.384 1.019
N 0.542 0.168 -1.202
C 0.111 -1.053 -0.557
N 0.105 -1.020 0.950
H 1.504 0.354 -0.911
H 0.059 0.973 -0.797
H 0.797 -1.864 -0.794
H -0.889 -1.285 -0.928
H -0.833 -1.252 1.272
H 0.194 -0.043 1.220
```

As for the HOMO energy (alpha / beta): -9.37 / -9.35 eV. As for the expectation value of S²: 0.75. The calculation puts the frontier orbital gap (alpha / beta) at 10.14 / 6.41 eV. As for the spin multiplicity: 2. As for the energy above the lowest of the compared OMol25 structures with the same formula, charge and spin: 0.1334 eV.


(15)
The ion CH7N2S2 with charge +1 at a distorted geometry, computed with ωB97M-V with the def2-TZVPD basis set.

```
12
CH7N2S2 | OMol25 | ωB97M-V with the def2-TZVPD basis set
N -0.088 1.405 0.723
C 0.334 -0.014 0.704
N 0.255 -0.474 -0.573
S -1.594 -0.316 -1.068
S 1.218 -1.850 -0.957
H 0.432 2.064 1.320
H -0.173 1.434 -0.364
H -1.091 1.393 0.867
H -0.250 -0.526 1.376
H 1.402 0.017 1.162
H -1.841 -1.572 -0.956
H 1.396 -1.561 -2.235
```

As for the HOMO energy: -13.29 eV. Its SMILES is [NH3+]CN(S)S. Its total charge is +1. The calculation puts the frontier orbital gap at 8.98 eV. As for the energy above the lowest of the compared OMol25 structures with the same formula, charge and spin: 3.3895 eV.


(16)
An isolated molecule of CH7N3O at a distorted geometry, computed with ωB97M-V with the def2-TZVPD basis set.

```
12
CH7N3O | OMol25 | ωB97M-V with the def2-TZVPD basis set
N 1.932 0.135 -0.020
N 0.688 0.657 0.535
C -0.426 0.145 -0.203
N -0.652 -1.208 0.176
O -1.481 1.098 0.160
H 2.032 -0.819 0.316
H 2.009 0.317 -1.026
H 0.710 1.670 0.470
H -0.298 0.176 -1.311
H -1.484 -1.603 -0.243
H -0.683 -1.295 1.185
H -2.347 0.726 -0.038
```

As for the HOMO energy: -9.32 eV. Its SMILES is NN[C@@H](N)O. The calculation puts the frontier orbital gap at 10.20 eV. As for the energy above the lowest of the compared OMol25 structures with the same formula, charge and spin: 2.2696 eV.


(17)
A cluster of 2 separate species, CH7N3O3 in total at a distorted geometry, computed with ωB97M-V with the def2-TZVPD basis set.

```
14
CH7N3O3 | OMol25 | ωB97M-V with the def2-TZVPD basis set
C 0.653 -0.815 0.373
N 2.167 0.814 0.050
N -1.322 0.240 -1.933
N -1.185 -0.436 1.610
O 1.843 -0.551 -0.113
O -0.618 0.702 -0.975
O 0.221 -0.219 1.530
H 0.341 -1.801 -0.071
H 2.089 1.077 1.089
H 1.427 1.328 -0.486
H -1.769 -0.537 -1.457
H -0.915 -0.002 -2.800
H -1.449 0.092 2.427
H -1.483 0.109 0.757
```

As for the HOMO energy (alpha / beta): -8.20 / -6.56 eV. The calculation puts the frontier orbital gap (alpha / beta) at 9.03 / 6.65 eV. As for the energy above the lowest of the compared OMol25 structures with the same formula, charge and spin: 7.4663 eV.


(18)
A cluster of 2 separate species, CH7N3S in total at a distorted geometry, computed with ωB97M-V with the def2-TZVPD basis set.

```
12
CH7N3S | OMol25 | ωB97M-V with the def2-TZVPD basis set
N -0.581 -1.104 1.002
C -0.722 0.136 1.218
N 0.309 1.040 0.849
N -1.891 0.780 1.591
H -1.344 -1.669 1.359
H 0.036 1.876 1.334
H 1.247 0.767 1.080
H -1.931 1.761 1.380
H -2.731 0.246 1.455
S 1.281 -0.423 -2.170
H 2.473 -0.897 -2.641
H 1.206 -0.500 -0.819
```

As for the HOMO energy: -9.07 eV. Its SMILES is N=C(N)N.S. The calculation puts the frontier orbital gap at 9.80 eV. As for the energy above the lowest of the compared OMol25 structures with the same formula, charge and spin: 0.0000 eV.


(19)
A cluster of 2 separate species, CH7N4O in total at a distorted geometry, computed with ωB97M-V with the def2-TZVPD basis set.

```
13
CH7N4O | OMol25 | ωB97M-V with the def2-TZVPD basis set
C 0.780 0.624 0.227
N -2.732 0.347 -0.298
N -2.115 -0.557 0.333
N 2.752 -0.654 -0.172
N -0.033 -0.324 -0.002
O 2.045 0.586 0.104
H 0.410 1.628 0.359
H -2.529 0.313 -1.325
H 3.357 -0.850 0.672
H 3.226 -0.473 -1.135
H -2.256 -0.548 1.348
H 0.221 -1.295 -0.213
H -3.125 1.202 0.101
```

As for the HOMO energy (alpha / beta): -14.17 / -14.17 eV. Its total charge is +1. The calculation puts the frontier orbital gap (alpha / beta) at 9.11 / 9.12 eV. As for the energy above the lowest of the compared OMol25 structures with the same formula, charge and spin: 3.1456 eV.


(20)
A cluster of 2 separate species, CH7N4OS in total at a distorted geometry, computed with ωB97M-V with the def2-TZVPD basis set.

```
14
CH7N4OS | OMol25 | ωB97M-V with the def2-TZVPD basis set
C -0.061 -1.015 -0.979
N -0.123 -0.950 0.302
N 0.023 1.354 1.631
N 0.163 2.647 -0.269
N -0.077 2.453 0.913
O -0.017 -2.024 -1.751
S -0.004 -3.616 -1.089
H -0.227 -1.768 0.969
H 0.492 2.005 -0.929
H -0.238 1.546 2.625
H -0.112 0.280 0.968
H -0.096 -0.165 -1.645
H 0.482 -4.154 -2.201
H -0.205 3.407 1.454
```

As for the HOMO energy: -13.59 eV. Its total charge is +1. The calculation puts the frontier orbital gap at 9.45 eV. As for the energy above the lowest of the compared OMol25 structures with the same formula, charge and spin: 2.2304 eV.